# 1
{
  "formula": "CH2O2",
  "method": "ωB97M-V/def2-TZVPD",
  "symbols": ["O", "C", "O", "H", "H"],
  "xyz": [[-0.811, -0.120, -1.073], [0.029, 0.308, -0.248], [0.377, -0.302, 0.912], [0.558, 1.215, -0.540], [-0.153, -1.101, 0.950]],
  "atomic_forces_ev_per_a": [[2.355, 0.840, 3.008], [-2.402, -1.669, -2.752], [-0.064, 1.190, -1.207], [0.418, 0.096, 0.866], [-0.307, -0.457, 0.085]],
  "energy_ev": -5164.2293,
  "e_lumo_ha": 0.030,
  "e_homo_ev": -10.929,
  "homo_lumo_gap_ev": 11.746,
  "fmax_ev_per_a": 4.02,
  "multiplicity": 1
}


# 2
{
  "formula": "C10H15Cl3N3O5SeTi",
  "method": "ωB97M-V/def2-TZVPD",
  "symbols": ["Ti", "N", "C", "C", "N", "C", "C", "N", "H", "H", "H", "H", "H", "H", "H", "H", "H", "H", "H", "H", "H", "Cl", "C", "C", "C", "Cl", "C", "O", "C", "Cl", "C", "H", "H", "O", "Se", "O", "O", "O"],
  "xyz": [[-0.228, -0.007, -0.508], [-0.422, 1.682, 1.049], [0.270, 1.419, 2.310], [1.635, 0.812, 2.012], [1.538, -0.422, 1.249], [1.325, -1.654, 1.997], [-0.129, -2.116, 1.953], [-0.633, -1.980, 0.589], [-1.407, 1.899, 1.155], [0.018, 2.450, 0.550], [0.394, 2.316, 2.928], [-0.333, 0.711, 2.883], [2.211, 1.514, 1.406], [2.175, 0.664, 2.960], [2.344, -0.533, 0.628], [1.955, -2.424, 1.545], [1.638, -1.548, 3.045], [-0.191, -3.145, 2.327], [-0.752, -1.496, 2.603], [-0.140, -2.599, -0.053], [-1.621, -2.193, 0.520], [-1.783, -1.384, -6.242], [-1.933, -0.896, -4.572], [-1.507, 0.360, -4.178], [-1.640, 0.719, -2.855], [-1.189, 2.349, -2.377], [-2.110, -0.161, -1.824], [-2.245, 0.247, -0.583], [-2.628, -1.382, -2.341], [-3.432, -2.469, -1.227], [-2.517, -1.762, -3.655], [-1.075, 1.051, -4.887], [-2.891, -2.725, -3.973], [2.608, -0.111, -3.505], [2.143, -0.396, -1.990], [0.780, -1.367, -1.872], [1.483, 0.973, -1.236], [3.300, -0.973, -0.986]],
  "atomic_forces_ev_per_a": [[1.131, -0.137, 1.049], [0.043, 0.151, -0.113], [-0.059, -0.046, -0.012], [0.039, -0.056, -0.002], [-0.165, -0.057, -0.118], [0.036, 0.078, 0.047], [-0.033, 0.034, -0.037], [-0.089, -0.182, -0.102], [0.003, -0.038, 0.033], [-0.013, -0.004, 0.006], [0.023, 0.002, 0.004], [-0.003, 0.014, -0.005], [-0.022, 0.016, -0.003], [0.007, 0.014, 0.000], [-0.004, 0.025, -0.043], [-0.030, -0.012, -0.036], [0.028, -0.042, -0.004], [0.003, 0.005, 0.045], [0.003, 0.025, -0.022], [0.021, 0.042, -0.003], [0.007, 0.012, 0.040], [-0.008, 0.010, 0.067], [0.043, 0.118, 0.010], [0.035, -0.166, -0.139], [0.088, 0.117, 0.407], [-0.156, -0.081, -0.121], [-1.004, 0.345, -0.422], [-0.409, -0.077, -0.356], [0.135, -0.054, 0.161], [0.022, 0.065, -0.052], [-0.029, -0.091, -0.063], [-0.008, -0.005, -0.005], [0.003, 0.006, 0.000], [0.028, -0.084, 0.193], [-0.215, 0.174, 0.169], [0.341, -0.081, -0.144], [0.258, -0.102, -0.231], [-0.050, 0.064, -0.197]],
  "energy_ev": -151352.7858,
  "e_lumo_ha": [0.089, 0.088],
  "total_charge": -1,
  "e_homo_ev": [-2.065, -5.012],
  "homo_lumo_gap_ev": [4.493, 7.409],
  "fmax_ev_per_a": 1.55,
  "multiplicity": 3
}


# 3
{
  "formula": "C8H10FN3O",
  "method": "ωB97M-V/def2-TZVPD",
  "symbols": ["C", "C", "C", "C", "C", "C", "C", "C", "N", "N", "N", "O", "F", "H", "H", "H", "H", "H", "H", "H", "H", "H", "H"],
  "xyz": [[-2.479, 1.742, -0.229], [-1.967, 0.890, -1.194], [-2.040, 1.575, 1.090], [-1.100, -0.138, -0.836], [-1.148, 0.538, 1.466], [-0.703, -0.359, 0.466], [2.070, -0.131, 0.124], [0.200, -1.557, 0.703], [2.749, 0.337, 1.142], [1.903, 0.615, -0.954], [1.414, -1.476, -0.005], [1.424, -1.968, -1.367], [2.808, 1.661, -1.243], [-2.907, 2.686, -0.434], [-2.116, 0.912, -2.233], [-2.219, 2.327, 1.782], [-1.150, -0.903, -1.668], [-0.880, 0.432, 2.461], [0.474, -1.652, 1.824], [-0.343, -2.366, 0.354], [2.915, -0.386, 1.810], [1.658, 0.121, -1.835], [1.438, -2.898, -1.224]],
  "atomic_forces_ev_per_a": [[0.431, -0.714, -4.331], [-0.547, 1.682, 1.847], [2.004, -1.880, 2.945], [-1.960, -0.808, -5.714], [-0.348, -1.302, -3.715], [1.111, 0.128, 6.390], [2.156, -0.977, 2.877], [-0.839, 2.599, 2.830], [-1.585, -0.955, -2.286], [-0.987, 1.020, -3.524], [3.404, 1.562, -0.413], [-0.683, 1.755, 0.534], [-0.717, -1.317, 0.615], [-0.898, 0.567, -0.690], [-0.780, 0.750, -1.124], [-0.441, 1.228, 1.229], [0.824, 0.247, 1.442], [0.680, -0.264, 1.731], [-0.685, -0.054, -1.765], [-0.849, -2.193, -0.414], [-0.087, -0.610, 0.600], [0.488, 0.767, 0.881], [0.309, -1.231, 0.056]],
  "energy_ev": -17683.8316,
  "e_lumo_ha": [0.019, -0.103],
  "e_homo_ev": [-5.044, -9.107],
  "homo_lumo_gap_ev": [5.570, 6.310],
  "fmax_ev_per_a": 6.49,
  "multiplicity": 3
}